(1)
The following is a quantum chemistry calculation of C18H21BLuN14S2 as an isolated structure, from the Open Molecules 2025 dataset.

Cartesian coordinates (Å):
Lu  -0.422987  0.107730  0.111329
C  -1.529563  5.217903  -1.875202
S  -0.608109  5.091177  -0.336677
C  -0.868289  3.443246  0.164066
S  -1.856702  2.352493  -0.705950
N  -0.211298  3.198804  1.288552
N  -0.330209  1.897630  1.672294
C  -0.048328  1.612172  2.889164
C  -0.167749  0.210175  3.314943
C  0.234299  -0.182083  4.584831
C  0.079689  -1.511903  4.950896
C  -0.459657  -2.409099  4.042840
C  -0.814190  -1.941614  2.785288
N  -0.676789  -0.667322  2.423689
H  -1.198965  6.145888  -2.337197
H  -2.599592  5.262724  -1.691300
H  -1.298016  4.384321  -2.532256
H  0.245391  2.384559  3.595719
H  0.637226  0.549188  5.270823
H  0.368396  -1.837774  5.941611
H  -0.611753  -3.447782  4.293889
H  -1.226054  -2.608936  2.036814
C  1.231500  2.009525  -3.585462
C  1.313642  1.841556  -2.207605
N  0.675124  0.733685  -1.830533
N  0.164214  0.176870  -2.954208
C  0.487576  0.926275  -4.015364
B  -0.638979  -1.153016  -2.928630
N  -2.062237  -0.943720  -2.344616
C  -3.230655  -0.980549  -2.995968
C  -4.254177  -0.772446  -2.091206
C  -3.604937  -0.600549  -0.874032
N  -2.284695  -0.714234  -1.024061
N  0.097556  -2.180397  -2.037343
C  0.612450  -3.357247  -2.410697
C  1.088378  -4.011832  -1.291813
C  0.817711  -3.136137  -0.246215
N  0.215217  -2.032782  -0.691536
H  1.652389  2.797102  -4.181998
H  1.778216  2.480855  -1.472286
H  0.182054  0.628714  -5.002910
H  -0.733661  -1.566993  -4.045344
H  -3.254164  -1.162865  -4.056007
H  -5.309681  -0.747211  -2.287198
H  -4.023918  -0.388403  0.096948
H  0.601113  -3.646404  -3.446890
H  1.559846  -4.975332  -1.244435
H  1.041065  -3.240860  0.801932
N  3.995068  -1.720709  2.891123
N  3.334202  -0.735755  2.173185
N  3.852526  0.452731  1.980908
C  2.942452  1.007380  1.190293
N  1.938091  0.169951  0.928240
N  2.216082  -0.959215  1.567880
H  4.657900  -1.241636  3.494198
H  3.297229  -2.222981  3.432254
H  3.008743  2.015155  0.821242

Force components x, y, z for each atom (eV/Å):
-0.432 0.659 -0.228
-0.020 -0.025 -0.025
0.004 -0.024 -0.036
0.152 0.135 0.045
0.083 -0.216 0.191
-0.061 -0.335 -0.073
0.216 0.126 0.355
-0.169 -0.071 -0.091
0.048 0.190 0.057
-0.166 -0.121 -0.110
0.018 0.038 0.021
-0.030 0.050 -0.099
-0.014 -0.036 0.107
0.226 0.048 -0.119
-0.006 0.046 0.028
-0.008 -0.024 0.005
0.015 -0.009 -0.007
-0.021 -0.031 0.002
0.008 0.018 0.021
-0.002 -0.022 0.000
0.001 -0.034 0.015
0.006 -0.014 0.007
-0.047 -0.022 0.037
0.009 -0.016 0.044
-0.003 -0.082 -0.088
0.016 -0.078 0.026
0.016 -0.028 0.026
-0.017 -0.015 -0.008
0.072 -0.080 0.059
0.004 -0.041 0.010
0.040 0.023 -0.004
-0.009 -0.022 0.041
0.019 0.081 -0.117
-0.127 0.002 0.071
-0.015 0.008 -0.027
-0.008 0.033 -0.008
-0.006 0.019 0.046
0.180 0.058 -0.075
0.022 0.030 -0.029
0.005 0.006 -0.012
-0.007 -0.005 -0.053
0.003 -0.001 -0.011
-0.013 -0.011 -0.044
-0.041 0.001 -0.006
-0.004 0.002 -0.004
-0.002 -0.034 -0.036
0.023 -0.043 0.002
0.014 -0.009 0.015
-0.159 0.152 -0.068
0.123 -0.021 -0.055
-0.042 0.075 -0.005
0.098 0.110 -0.041
-0.102 -0.462 0.201
0.036 0.043 0.042
-0.037 -0.090 -0.018
0.109 0.023 0.027
0.004 0.047 -0.001

For the LUMO energy, the calculation gives -3.727 eV. As for the net charge: +1. For the molar mass, the calculation gives 683.377 g mol⁻¹. The energy comes out at -95834.4427 eV.



(2)
The following is a quantum chemistry calculation of C18H21BN5OPt as an isolated structure at a distorted geometry, from the Open Molecules 2025 dataset.

Cartesian coordinates (Å):
Pt  0.449970  0.294688  0.473460
C  0.908065  -4.152257  -0.185711
C  1.243772  -2.762447  -0.625386
C  0.996286  -2.370090  -1.961525
C  1.521823  -1.202838  -2.477489
C  2.221389  -0.335510  -1.651286
C  2.326116  -0.587605  -0.255248
C  1.878232  -1.863077  0.218758
H  -0.109863  -4.425202  -0.467360
H  1.038553  -4.285670  0.885726
H  1.567170  -4.857806  -0.698409
H  0.433994  -3.036487  -2.605815
H  1.424365  -0.990440  -3.533650
H  2.729340  0.522687  -2.072549
H  3.148365  -0.120420  0.280294
H  2.168379  -2.178853  1.214527
B  -1.181187  0.015456  3.674383
N  -0.617106  1.339419  3.129946
C  -0.789897  2.516075  3.717187
C  -0.019006  3.481263  3.070829
C  0.611016  2.800721  2.058473
N  0.253880  1.498744  2.114822
N  -1.351518  -1.009617  2.535548
C  -1.926706  -2.190114  2.658673
C  -2.082178  -2.770561  1.392422
C  -1.546391  -1.861914  0.521969
N  -1.120490  -0.779973  1.227151
H  -0.481608  -0.450146  4.541763
H  -2.226515  0.231820  4.225374
H  -1.431623  2.605629  4.578896
H  0.066854  4.526595  3.312188
H  1.332052  3.156432  1.346248
H  -2.221838  -2.550462  3.632064
H  -2.537959  -3.715689  1.151473
H  -1.497432  -1.876998  -0.554208
O  -0.003254  1.783362  -0.970503
N  0.423787  3.060703  -1.001392
C  1.730347  3.362176  -1.016674
C  2.141903  4.669527  -1.119048
C  1.193341  5.681293  -1.210120
C  -0.145858  5.335383  -1.206083
C  -0.513159  4.011048  -1.093183
H  2.399350  2.517762  -0.942886
H  3.199411  4.891973  -1.146942
H  1.497272  6.716287  -1.289718
H  -0.914351  6.090423  -1.295391
H  -1.533201  3.654909  -1.090746

Force components x, y, z for each atom (eV/Å):
-1.504 0.317 1.940
-0.002 -0.005 -0.038
-0.075 0.018 0.099
0.170 0.014 -0.053
-0.212 -0.156 -0.244
0.112 0.159 0.349
1.017 -0.983 -1.131
0.204 0.087 -0.081
-0.009 0.026 0.033
-0.043 0.009 0.003
0.013 0.013 0.021
0.104 -0.043 -0.030
-0.048 0.064 0.031
-0.140 0.066 -0.008
-0.280 0.308 0.232
-0.171 0.094 0.072
-0.011 -0.325 1.394
-0.378 0.227 -0.409
-0.025 0.074 0.100
0.098 0.060 -0.056
-0.049 0.129 0.140
0.127 -0.315 -0.869
0.061 -0.122 -0.163
-0.146 -0.168 0.046
-0.006 -0.093 -0.019
-0.176 0.107 -0.018
0.680 0.367 -0.489
0.341 0.022 -0.390
-0.119 0.163 -0.431
0.027 -0.072 0.003
0.049 -0.048 0.068
-0.016 -0.024 -0.043
-0.047 0.047 -0.030
-0.040 0.033 0.050
0.096 0.017 0.003
0.529 -0.055 0.044
-0.143 0.024 -0.015
0.285 -0.123 -0.136
0.116 0.043 -0.033
0.054 -0.086 -0.017
-0.141 0.123 0.000
-0.311 0.084 -0.002
0.036 0.048 -0.015
0.000 -0.048 0.057
-0.002 -0.020 -0.016
-0.041 -0.060 0.026
0.014 0.008 0.024

The energy relative to the best compared isomer or geometry (same formula, charge and spin) comes out at 235.2 kJ/mol. For the LUMO energy (spin up / spin down), the calculation gives -9.161 / -9.620 eV. As for the spin multiplicity: 2. As for the net charge: +2. For the molar mass, the calculation gives 529.290 g mol⁻¹. The energy comes out at -32408.0470 eV. The expectation value of S² is 0.81.



(3)
The following is a quantum chemistry calculation of a 2-piece molecular cluster, C18H21BNO6 overall at a distorted geometry, from the Open Molecules 2025 dataset.

Cartesian coordinates (Å):
C  4.314057  -0.117041  1.632598
O  2.909874  0.222822  1.375862
C  1.895682  -0.563547  1.653867
C  0.771251  -0.402167  0.704768
C  0.134612  -1.519352  0.134727
C  -0.998553  -1.384672  -0.654080
C  -1.640518  -0.141000  -0.732526
C  -1.051086  0.971837  -0.109005
C  0.241719  0.877546  0.419693
H  4.876072  0.798585  1.864884
H  4.416441  -0.809386  2.474071
H  4.761064  -0.609605  0.755942
H  2.101317  -1.579516  2.022500
H  0.516859  -2.504434  0.399289
H  -1.469372  -2.282177  -1.073251
H  -2.614595  -0.058661  -1.224582
H  -1.625919  1.893072  0.033804
H  0.806813  1.769227  0.707506
C  3.192149  0.454091  6.798753
C  2.850599  -0.355056  5.649765
C  3.160833  -1.646851  5.313254
C  2.350583  -1.996411  4.221064
C  1.615674  -0.860504  3.823026
B  -0.039772  -0.404874  3.354210
N  -1.403945  0.004265  4.116126
C  -1.491693  -0.244072  5.595141
C  -1.597765  1.493500  3.867414
C  -0.269199  1.992209  3.395414
O  0.187189  3.117483  3.426321
O  0.399398  0.905151  2.839738
C  -2.480953  -0.737089  3.332675
C  -1.789333  -1.964427  2.867236
O  -2.242737  -3.061773  2.678233
O  -0.442269  -1.637611  2.695396
O  1.947836  0.119889  4.753558
H  3.414832  -0.234360  7.615565
H  4.116557  0.996217  6.593791
H  2.417561  1.164297  7.118493
H  3.845425  -2.276698  5.877790
H  2.397714  -2.932651  3.679331
H  -2.549769  -0.203710  5.903193
H  -1.077406  -1.227543  5.851247
H  -0.925191  0.547315  6.116522
H  -2.299865  1.663490  3.030312
H  -2.046823  1.997733  4.731832
H  -3.392678  -0.911485  3.906993
H  -2.753131  -0.143048  2.434306

Force components x, y, z for each atom (eV/Å):
0.005 -0.380 0.452
0.158 0.214 0.618
2.332 -2.169 -2.113
-0.958 0.639 -0.746
0.708 0.108 0.585
-0.458 -0.024 -0.031
0.206 -0.249 0.555
0.281 -0.033 -0.217
-0.195 -0.253 -0.109
-0.584 -0.199 -0.209
-0.318 0.106 0.015
-0.522 0.323 0.081
0.100 0.531 -1.441
-0.155 0.115 -0.237
0.283 0.474 0.065
0.372 0.003 0.231
0.457 -0.087 -0.672
-0.483 -0.339 0.139
0.704 0.501 0.915
-1.562 -0.452 -1.636
0.015 -0.389 0.402
-0.042 0.650 -0.636
-1.538 0.175 2.015
2.493 -0.896 -0.281
-1.576 1.215 0.221
-0.003 -0.099 0.232
-0.685 -0.009 0.131
2.199 0.596 -0.609
-1.129 -2.145 -0.147
-2.080 2.065 1.676
-0.066 0.617 0.133
1.441 -1.583 -0.584
0.499 1.451 0.072
-2.092 -0.186 0.361
0.824 0.385 0.766
-0.027 0.201 0.124
-0.027 0.258 0.118
0.192 -0.283 -0.317
-0.205 0.119 -0.321
-0.178 -0.017 0.161
0.474 0.048 -0.112
-0.090 0.251 -0.214
-0.182 -0.479 -0.286
0.346 -0.228 0.343
0.490 -0.113 -0.126
0.287 -0.049 0.117
0.287 -0.384 0.519

The energy relative to the best compared isomer or geometry (same formula, charge and spin) comes out at 298.3 kJ/mol. For the LUMO energy, the calculation gives -4.275 eV. As for the net charge: +1. For the molar mass, the calculation gives 358.179 g mol⁻¹. The energy comes out at -33450.1259 eV.



(4)
The following is a quantum chemistry calculation of C18H21BrFeN2O5Se4 as an isolated structure at a distorted geometry, from the Open Molecules 2025 dataset.

Cartesian coordinates (Å):
Fe  0.836660  -0.919424  0.816283
N  -0.789597  -2.049101  -0.551763
C  -1.763748  -2.482539  0.401394
C  -1.077931  -3.401691  1.377307
N  0.000761  -2.657036  2.063092
H  -1.114362  -1.509846  -1.283880
H  -0.228543  -2.809630  -0.887108
H  -2.518904  -3.048940  -0.107797
H  -2.256251  -1.604645  0.912935
H  -0.607634  -4.270056  0.868139
H  -1.850030  -3.755090  2.067934
H  0.828776  -3.139892  2.391596
H  -0.414058  -2.327837  2.961373
C  2.019206  -2.248216  -4.886827
O  1.260555  -1.086285  -5.189139
C  0.823409  -0.325365  -4.203780
C  -0.157027  0.553389  -4.600003
C  -0.737892  1.412056  -3.686262
C  -0.433441  1.379606  -2.339652
C  -0.978601  2.365349  -1.380582
C  -0.007713  3.352996  -0.813501
O  -2.134456  2.371244  -0.962477
C  0.614880  0.472154  -1.875704
O  0.894051  0.384543  -0.608592
C  1.252754  -0.352417  -2.847165
H  2.201678  -2.823683  -5.788412
H  1.515660  -2.875467  -4.156587
H  2.971463  -1.946327  -4.477366
H  -0.420338  0.615606  -5.609330
H  -1.449547  2.180905  -4.001844
H  0.603063  3.871491  -1.583725
H  0.852995  2.848798  -0.372175
H  -0.509424  4.107082  -0.227132
H  1.952271  -1.130589  -2.463275
Se  2.701877  -3.025837  -0.090020
Se  3.175915  -3.186477  2.237182
Se  2.939770  -5.683683  -3.042428
Se  1.584241  -4.652423  -1.397497
Br  -2.206755  4.255120  6.498642
C  -1.465043  3.650866  4.905410
C  -0.769407  4.596783  4.090564
C  -0.158541  4.046301  2.931810
C  -0.146606  2.689325  2.695825
C  -0.664705  1.831885  3.615513
C  -1.359915  2.276595  4.714027
C  -0.378679  0.341337  3.436217
O  -0.916776  -0.512540  4.157958
O  0.451826  0.168561  2.486880
H  -0.800604  5.635286  4.331189
H  0.163562  4.642418  2.121272
H  0.454145  2.241446  1.915716
H  -1.783007  1.533917  5.435769

Force components x, y, z for each atom (eV/Å):
-0.432 -1.256 0.119
1.649 0.134 1.948
-0.464 0.344 0.135
0.894 -0.351 0.411
-1.706 1.007 1.213
-0.841 1.281 -1.728
0.238 -0.448 -0.462
-0.967 -0.423 -0.116
0.606 -0.813 -0.392
-0.488 0.414 0.048
0.243 -0.239 0.143
0.365 -0.805 -0.484
0.496 0.413 -0.895
0.206 0.047 0.500
0.638 -1.212 -1.384
-0.015 0.440 2.138
-0.321 1.068 1.050
-0.410 0.428 0.311
1.560 -0.857 0.325
-0.883 -0.159 1.116
1.399 0.664 -1.137
0.759 0.023 -0.857
-0.770 0.077 -1.197
0.285 0.470 0.237
-0.317 -0.705 -0.107
-0.227 0.183 -0.185
-0.084 -0.138 0.107
0.450 -0.065 0.225
-0.336 -0.067 -1.418
0.053 -0.377 -0.127
-0.855 -0.062 -0.269
-0.493 -0.332 0.830
0.015 -0.076 0.544
-0.493 0.771 -0.415
0.311 0.980 0.123
0.085 -0.367 -0.428
-0.185 0.379 0.454
-0.111 -0.528 -0.070
-0.654 0.461 0.913
1.861 0.504 -0.803
-0.770 -2.750 -0.697
-1.338 0.542 0.956
1.034 0.500 0.053
-0.352 -1.591 0.665
-0.750 0.022 0.810
-0.208 -0.259 -0.144
0.293 0.649 -0.431
0.202 -0.508 -0.154
0.029 0.500 -0.037
0.739 1.011 -0.355
-0.347 0.249 -0.307
0.407 0.824 -0.775

The energy relative to the best compared isomer or geometry (same formula, charge and spin) comes out at 0.0 kJ/mol. For the LUMO energy (spin up / spin down), the calculation gives 3.555 / 3.555 eV. As for the spin multiplicity: 5. As for the net charge: -2. For the molar mass, the calculation gives 796.964 g mol⁻¹. The energy comes out at -398043.5261 eV. The expectation value of S² is 6.01.